(1)
Computed, not measured: 4 unconnected molecules or ions with the total composition C25H40ClN2O6S3 in a non-equilibrium geometry, with wB97M-V/def2-TZVPD.

The HOMO energy comes out at -10.881 eV. Its total energy is -3191.54202 Ha. The value obtained for the frontier orbital gap is 7.69 eV. The total charge is +1.

Atoms and positions in Å:
C -1.4641 -0.4737 -4.1079
H 2.4267 2.5821 2.6625
H -4.9218 -5.1014 2.7032
C -4.0540 -6.9789 3.3919
C -3.3175 -2.8186 -2.8378
O 1.1139 3.6545 -1.5684
O 5.0764 4.4858 1.7007
C -4.2239 -3.3929 -1.5957
H -0.4573 2.1327 -2.0253
C 5.5712 7.7484 3.4258
C 1.9358 3.3440 2.0501
H -6.3059 -3.0460 -0.4001
O 1.6464 5.7237 -0.1982
C -0.0724 3.9812 0.7729
H 5.7145 8.7796 3.0901
C 2.5176 3.3921 0.6451
O -3.3861 -6.3795 -0.0484
O -2.8536 -4.3104 1.3219
H 6.4862 5.2266 4.7052
H -0.3694 -2.8111 -5.2195
H -4.6087 -6.8344 4.3243
H -1.0100 -6.1487 2.1196
C 0.4460 3.0551 1.8718
C 6.8901 6.9785 3.4721
C 0.5845 -0.0227 -2.9931
H 1.2457 -2.8480 -1.2598
H 2.5901 -2.2020 -2.5534
H 0.3110 2.0100 1.5677
H 7.5382 7.3340 4.2792
H -2.4635 -2.0083 -5.5575
H -0.4218 4.9327 1.1831
H 2.5558 -4.0088 -1.9899
C -2.7785 -1.0563 -4.9520
H 1.6977 -0.0791 -2.5655
H -3.2777 -0.2197 -5.6365
H 2.0677 4.3137 2.5448
Cl 1.5984 -4.9623 -4.3039
N -0.0838 -1.0616 -3.9140
C -2.5642 -6.6901 3.5702
N -1.7970 0.8365 -3.4278
H 5.1242 7.7765 4.4267
H 3.6162 7.2232 2.5800
C 0.4589 -2.3488 -4.4951
C -3.8567 -1.5375 -3.7676
C -4.5724 -6.0528 2.2930
C -5.3117 -0.7873 -3.5089
H -2.4323 -5.7204 4.0648
H -3.7761 -4.2786 -0.9647
S 4.9394 5.2647 2.9152
H 4.9908 7.1024 1.4368
H 7.4304 7.1235 2.5286
H -1.9175 -7.6443 1.7313
C 1.8729 -3.0752 -2.2296
C -0.5185 1.1709 -2.6909
H 3.4900 3.8854 0.5995
H -2.7252 1.3109 -3.4906
C -6.2256 -1.3830 -2.2470
H -2.0733 -7.4520 4.1826
C 0.8067 -3.5139 -3.3955
H 2.5825 2.3898 0.2113
H -2.2603 -3.3130 -3.0740
C 6.5516 5.4991 3.6482
C 4.6728 6.9709 2.4754
H 7.2774 4.8574 3.1423
H -0.1087 3.1997 2.8042
C -5.6680 -2.6482 -1.3166
H -0.1405 -3.9654 -2.8631
C -1.9824 -6.6420 2.1652
H -5.6821 0.1295 -4.1669
H -5.3703 -6.5238 1.7132
O 4.0046 4.9095 3.9621
S -3.1806 -5.7174 1.2244
H -7.2744 -0.9060 -1.9464
S 1.3194 4.3166 -0.2957
H -0.8703 3.5102 0.1931
H 1.4155 -2.1630 -5.1804
H -4.1890 -8.0240 3.0877

(2)
Computed, not measured: 9 unconnected molecules or ions with the total composition C25H40N4O25P in a non-equilibrium geometry, with wB97M-V/def2-TZVPD.

The HOMO energy comes out at -12.039 eV. Its total energy is -3417.78398 Ha. The value obtained for the frontier orbital gap is 7.05 eV. The total charge is +1.

Atoms and positions in Å:
O -7.8074 -4.7028 2.7439
C -2.7058 3.1403 -4.5651
H 3.1017 1.6365 5.1547
C 1.0649 5.8437 -8.3823
H -0.7054 7.5606 -7.0757
O 1.1353 6.6670 -7.3053
O -2.4285 4.1680 -4.0166
H 2.3728 3.3434 -8.7981
H 9.8535 1.1886 7.0491
O 2.8350 0.2304 -6.5898
H -0.5289 4.5637 -6.4880
O 8.5722 -0.0137 5.9776
O -3.0694 2.0056 -3.9216
C -0.7579 5.3931 -7.1616
C -5.4517 -5.2936 8.5406
C -2.0220 1.8861 -0.5474
H -2.2328 4.9554 0.0151
N 0.5934 -3.0897 0.1400
C 3.7117 0.7422 5.0310
H -1.8679 1.1220 -6.2959
H 4.7575 3.1541 -8.9741
O -5.6872 -4.2566 3.3745
O -4.9176 -4.7826 7.3987
P -0.0887 -4.7002 0.4436
O -2.3256 0.7359 -0.3845
C 2.7406 2.3963 -9.1975
H -5.4183 -6.0452 5.8526
H -1.8377 5.4554 -7.2907
C -4.4273 -4.5036 2.7588
O -1.5755 -4.7781 0.0911
C 7.4389 0.6910 5.7465
O 4.0907 -0.9697 3.5662
H -0.3847 -0.3760 0.7030
O -6.1159 -4.8880 1.2635
O -2.6966 2.9662 -5.9083
H 0.3129 -0.5085 -0.7720
N 0.4604 -0.1232 0.1723
C 4.2127 2.2107 -8.9753
N 1.5145 -0.9167 0.7585
C 9.0955 0.4222 7.2302
C -0.1573 6.6907 -6.7045
H 4.9596 0.8996 3.2763
O 3.0769 -2.5848 4.7841
H -4.1274 -5.1319 0.7078
H -4.6244 1.1579 -4.9698
H -0.7367 4.1292 0.5002
H 0.0134 -3.0799 2.7132
N 0.8243 -2.5081 2.4773
O 2.9982 -0.4237 5.4438
H 2.2436 -1.0692 0.0547
H -3.7000 -3.7434 3.0447
H 3.2219 0.7836 2.9229
H 4.6670 1.5396 -9.7090
H -0.0809 6.7577 -5.6198
H 1.7016 -2.8514 2.8968
O 7.0643 1.3993 6.8412
C 7.8816 0.9655 7.9265
O 6.8443 0.6899 4.7104
H 9.5523 -0.4060 7.7707
H 0.1048 -5.0996 1.8108
H 4.6116 0.8391 5.6397
H -7.6857 -4.4222 7.1106
O -4.8905 -5.3245 9.5895
C -6.6500 -4.6242 2.4839
C -7.1046 -5.3441 7.0245
C 4.0193 0.4547 3.5961
O 4.2614 1.5915 -7.6907
H -0.3833 4.1918 -1.8764
H -4.0621 -5.4832 3.0805
O -2.3714 2.8945 0.2868
H 2.4640 2.3255 -10.2488
H 7.3431 0.1994 8.4902
H -7.7173 -6.1037 6.5401
O -0.1095 5.1640 -8.4083
C -1.6381 4.0521 -0.1149
C -4.7566 -4.4645 1.2951
H -3.4511 1.3991 -7.0512
H -4.6907 -3.4560 0.8778
C -2.8550 1.5702 -6.1557
C -5.7911 -5.1333 6.3291
C 3.0671 0.9779 -7.4914
H 0.6958 -5.6042 -0.3479
O -1.2869 2.3378 -1.5877
O 1.9249 5.7251 -9.1987
H 0.7360 -2.7933 -0.8323
H -3.2607 0.0661 -4.6499
H -2.1270 4.1129 -2.2392
C -1.3338 3.7648 -1.5563
H 8.1165 1.7950 8.5924
O -6.7086 -5.7638 8.3277
H -5.8346 -4.3401 5.5884
C 3.3625 -1.4303 4.6150
C -3.5354 1.0882 -4.9081
C 0.9350 -2.2331 1.0974
O 2.1686 1.3253 -8.4469

(3)
Computed, not measured: a molecular structure, C25H40N7OPdSb in a non-equilibrium geometry, with wB97M-V/def2-TZVPD.

The HOMO energy (alpha / beta) comes out at -14.383 / -13.910 eV. Its total energy is -1802.85590 Ha. The value obtained for the frontier orbital gap (alpha / beta) is 7.10 / 7.25 eV. The total charge is +2.

Atoms and positions in Å:
H -1.6749 0.9948 5.7173
N -3.7771 0.6510 1.3425
H 2.4868 -2.7244 2.8470
H 3.9235 3.5837 -0.9948
Pd 0.3196 0.7670 -0.0434
C 0.0738 1.0639 4.4746
H -2.3344 -4.4439 -1.3066
H 3.3012 0.1851 0.1332
H -2.9053 -2.9803 0.8313
H 0.7780 1.1533 5.2897
N 0.1052 3.0559 -0.3922
H 4.0915 1.9269 -1.5550
H 2.9837 -2.5248 0.3886
C 1.7891 -2.2361 2.1630
C 1.4485 -1.8826 -2.6344
C -4.5323 0.5580 0.2190
H -3.2237 0.8022 3.7430
C -1.3154 -2.6956 -0.5985
H 1.4690 -4.0583 -2.7213
C -2.4880 0.7283 1.1487
H -0.4235 -2.4291 -3.5981
C 2.0948 2.7176 -1.7649
H -0.1740 -0.6859 -3.4727
H 2.5623 -3.2587 -3.8456
N -4.0451 0.6026 -1.0249
H 0.7788 -2.4330 2.5275
C 1.1241 3.6240 -1.0579
H 2.5685 2.7884 0.9604
H -1.5814 3.3347 0.7595
N -1.8980 0.7365 -0.0606
C 3.4298 2.6104 -1.0163
C 0.3932 5.8062 -0.3967
Sb 0.6361 -1.7235 -0.6048
H 1.9666 -1.1616 2.2077
H -6.4438 0.3672 -0.4249
H -6.2358 0.4183 1.3029
C -1.8430 -2.7264 0.8341
C -2.1517 0.8641 3.6274
H 0.7398 -1.6310 -4.6492
C -1.2893 0.9755 4.7070
H -1.9128 -2.0087 -1.2039
H 4.2109 2.1396 0.9419
H -1.4097 5.8048 0.7893
O 2.6707 0.8168 0.5002
H 0.5127 6.8814 -0.3963
C -2.7351 0.7110 -1.1258
H 2.9857 -3.3499 -2.1387
C 0.5288 1.0312 3.1645
C 1.2982 5.0016 -1.0667
C -0.6712 5.2138 0.2672
H 1.8857 -4.6757 -0.3403
H -0.7431 -4.7933 -0.6434
C -0.7710 3.8379 0.2467
H -1.3273 -3.4872 1.4227
H 0.8095 -4.5827 1.0645
C 1.9864 -2.7850 0.7536
H -2.8052 0.8869 -3.1352
H 2.2713 3.0803 -2.7786
N -5.8410 0.4257 0.3783
H -1.2387 1.1147 -2.4307
C 2.1551 -3.2173 -2.8329
H 1.5849 1.1014 2.9361
H 2.5431 -4.7829 1.2890
N -2.1851 0.7846 -2.3481
H 2.1747 -1.0681 -2.6946
H -0.8968 -4.0714 -2.2492
H 1.6430 1.7221 -1.8625
N -0.2991 0.9156 2.1304
H -1.7280 -1.7689 1.3439
C -1.6132 0.8362 2.3501
C 1.7853 -4.2920 0.6744
H 2.1287 5.4370 -1.6069
C -1.3073 -4.0777 -1.2401
C 0.3277 -1.6400 -3.6382
C 3.2548 2.1379 0.4176

(4)
Computed, not measured: 6 unconnected molecules or ions with the total composition C25H41BClFN3O19S, with wB97M-V/def2-TZVPD.

The HOMO energy comes out at -12.261 eV. Its total energy is -3553.92681 Ha. The value obtained for the frontier orbital gap is 8.07 eV. The total charge is +1.

Atoms and positions in Å:
H 5.4437 0.7520 0.1256
C 3.2826 1.2570 -2.1493
H -4.0747 -2.2720 3.6426
N 2.9979 -0.5729 1.0188
H -0.4614 3.4111 -0.8021
H 1.3864 -0.9860 -4.0452
H -6.8157 11.1236 -2.5796
H -5.0814 7.9706 1.8865
S 2.9859 -3.2719 0.4251
H -6.2563 9.4369 -2.5372
C -5.4785 9.6929 -0.0396
C 1.8811 -3.6095 -4.2525
H 7.0049 -10.0959 -4.3871
H 2.2482 -5.9594 -5.3837
C -4.6213 -1.5712 4.2708
H -0.2116 -1.5573 2.5064
O 6.2496 -7.1373 -2.0585
O -1.3308 0.7619 -2.2924
C -7.8701 -4.6367 5.5038
O -4.6180 8.9813 -0.4963
O 2.4530 -4.6949 -3.7446
O -5.3439 -2.2577 5.2913
C -2.0323 6.1603 0.8205
C 0.9994 1.2449 -1.4022
O 1.8044 -3.3033 -5.4102
H -2.0941 1.2244 -2.6693
H 0.1362 -1.5977 -0.4094
C 3.0195 -5.5918 -4.7103
H -3.9196 -0.9159 4.7805
O -6.2923 10.4780 -0.7371
C -6.2544 -3.1156 4.8235
H 0.0796 -2.9146 1.4332
C 7.1753 -6.3707 -1.2871
O -0.9629 2.9374 -1.4773
H -1.4187 -0.8522 0.0095
O -5.7726 9.8240 1.2523
H -5.0822 10.7725 -2.4029
C 0.3449 0.2316 0.7140
H -1.1176 4.8421 6.0436
H 3.4403 -6.4213 -4.1498
C 3.6463 0.5687 -1.0088
C -6.0879 10.4408 -2.1523
O 7.0972 -1.4938 0.5796
C -0.4172 -1.0691 0.3689
C 1.9436 1.5674 -2.3387
O -6.4799 -3.3304 3.6610
H -3.9113 9.3113 2.0209
H -2.7660 6.8432 0.3999
H 3.8079 -5.0999 -5.2761
C -1.3776 5.3600 2.8880
C 2.9266 -1.7938 0.8328
O -6.8603 -3.6862 5.8595
C 5.1067 0.2445 -0.7866
H 5.2937 -10.5627 -4.2624
O -0.5416 4.6495 2.3775
O 5.3547 -1.1465 -0.7051
C -0.7970 4.6484 5.0250
H -8.6616 -4.1575 4.9313
F 1.5702 2.1993 -3.4453
O 5.7768 -8.9135 -3.1927
H 0.8290 0.1055 1.6781
N 1.3727 0.5692 -0.2878
H 6.6548 -5.4545 -1.0198
N 5.9528 -1.5022 0.6284
O -2.2129 6.1637 2.2366
H 6.3980 -10.8791 -2.9056
O -1.6242 5.4611 4.1874
H 7.4708 -6.8986 -0.3825
H -0.9355 3.5942 4.7919
H -7.4399 -5.4557 4.9310
O 7.8292 -8.7385 -2.2625
C -4.9583 9.0281 2.1144
C 6.1553 -10.1935 -3.7146
C 6.7293 -8.3106 -2.4837
H -5.2948 -0.9747 3.6567
B -0.5136 1.6789 -1.7188
O 1.3853 -2.9027 -3.2284
H 5.6932 0.6631 -1.6049
H 0.3718 -1.2732 -2.6137
H -0.1506 -1.8820 -4.1929
H -5.2914 9.2177 3.1302
C 2.6556 0.1989 -0.0980
H 4.0289 1.5425 -2.8796
H 8.0539 -6.1276 -1.8818
C -0.5270 -2.0245 1.5743
H 0.2498 4.9229 4.9114
H -8.2711 -5.0141 6.4394
H -0.3258 1.0828 0.8245
H -2.1997 5.1594 0.4235
Cl -2.2104 -2.5485 1.8404
H -1.0328 6.5071 0.5626
C 0.7118 -1.6917 -3.5570

(5)
Computed, not measured: a molecular structure, C25H41CdI2N5O6PS2, with wB97M-V/def2-TZVPD.

The HOMO energy (alpha / beta) comes out at -4.233 / -6.421 eV. Its total energy is -3603.40613 Ha. The value obtained for the frontier orbital gap (alpha / beta) is 4.41 / 6.60 eV. As for the expectation value of S²: 0.769. The spin multiplicity is 2.

Atoms and positions in Å:
H -3.7254 3.1199 0.4638
H 4.2960 0.9866 -1.9235
H -3.6725 -0.0779 -2.2980
C 1.9869 -0.0635 1.9672
H -2.7984 -3.5824 0.4286
H 0.8928 -0.5711 -5.0486
H 2.5003 -1.1596 -4.6156
H 3.4889 0.2756 -6.4297
H -1.5327 -3.6461 -0.8042
H -1.7490 1.7295 -1.1353
H -1.1308 5.4712 -1.1225
H 4.0022 -0.0395 -0.5178
C 1.9004 2.0633 3.0840
H -1.0280 -2.3804 5.4806
H -3.0625 0.1846 5.2845
C -2.7072 2.7367 0.3599
H 0.1662 4.4731 0.5475
H -2.9677 4.2798 -1.8556
P 1.7029 0.9261 -2.7131
H -1.2953 0.3293 5.4163
H -2.1838 4.7644 1.0091
H 5.8381 -0.9556 -1.9625
S -0.1469 0.1112 -2.5992
O 2.1651 0.8503 -4.2503
H -0.4024 -2.9252 2.6919
O 2.5715 -0.1919 -1.9699
N -0.5317 3.8818 0.0946
C -1.7351 3.7722 0.9639
C 2.8286 1.6427 4.0238
O 0.5013 1.6664 1.1737
C -2.6424 -1.8255 -0.8260
O -1.0302 -2.5743 0.8151
H -1.4082 3.4826 1.9575
H -3.2184 -1.0478 -3.7054
C 2.0929 -2.1462 0.8075
H -2.7715 -2.1726 5.6847
C 3.5127 -1.8189 2.7179
C -1.3063 -2.5648 2.1986
H 1.7214 -2.7382 -0.0186
C -1.6183 -1.1775 2.7645
S 2.0767 2.7366 -2.1025
H -0.0104 4.3173 -1.8826
C 3.9575 0.0033 -1.6053
H -3.6874 -4.1769 -1.5569
C 1.9535 -0.3200 -5.0501
H 4.4641 -2.0746 -1.8638
N -3.3970 -2.1122 -1.8986
H -4.5219 -3.5049 -2.9480
H -2.1185 -3.2574 2.4224
C 3.3400 0.3681 3.9322
I 4.6774 -0.2367 5.4328
C -2.0924 3.6287 -1.8207
H -2.1219 0.9443 3.9795
C 2.9690 -0.5171 2.8998
H 4.2694 -2.1882 3.3963
H -1.8651 3.3178 -2.8370
C -0.8867 4.4168 -1.2515
H 3.4918 -3.5954 1.4763
H 3.1471 2.3083 4.8132
O -1.4879 -0.1803 2.0750
H 2.3260 -0.8992 -7.0807
N 1.5396 -0.9056 0.9501
H 4.6998 -1.0771 -3.3168
I 1.2063 4.0372 3.2773
H 1.8618 0.8029 -6.8774
N -1.9841 -1.1320 4.0653
C 3.0628 -2.6150 1.6455
H -2.1600 -3.2121 4.4043
C -3.5952 -3.4724 -2.3796
C 1.4240 1.2518 2.0391
Cd -0.1347 -0.0553 -0.0042
H -4.8688 -1.1570 -3.0489
C 2.4391 -0.0174 -6.4471
C -2.1255 0.1608 4.7263
C 4.7871 -1.0972 -2.2282
O -2.4245 -0.6770 -0.4603
N -2.4413 2.4527 -1.0453
C -1.9786 -2.2896 4.9477
H -2.7828 -3.7950 -3.0366
H -0.0318 2.9649 0.0806
C -3.8169 -1.0322 -2.7925
H -2.6403 1.7974 0.9069
C -2.0226 -2.9995 -0.0755